[1]
The following is a DFT calculation (ωB97M-V/def2-TZVPD) of a molecular structure, C25H33F2N6O4PbS.

Element x y z (Å)
Pb -0.58389 -0.04858 0.42613
C -0.92069 -2.96108 2.77793
C -0.91289 -1.53698 3.33323
N -1.75049 -0.63698 2.53473
C -2.24369 0.52682 3.27503
C -1.09419 1.46982 3.60033
N -0.46429 1.85382 2.34783
C 0.72101 2.69792 2.45113
C 1.76361 2.25442 3.48493
C 2.15181 0.76602 3.50993
N 1.98851 0.07992 2.23403
C 2.45101 -1.29718 2.27613
C 2.08311 -2.03858 0.99273
N 0.63681 -2.25058 0.85113
C 0.12991 -3.33468 1.71163
H -1.91559 -3.16338 2.37923
H -0.76959 -3.65728 3.60573
H 0.09171 -1.12868 3.33923
H -1.28819 -1.56658 4.36353
H -2.56489 -1.15678 2.22673
H -2.74409 0.21792 4.20143
H -2.95819 1.04582 2.63213
H -0.36859 0.95062 4.22133
H -1.46689 2.33412 4.16443
H -1.16679 2.34922 1.80703
H 0.44351 3.72892 2.71643
H 1.17661 2.72552 1.45793
H 1.41171 2.52652 4.48183
H 2.65411 2.85762 3.30183
H 1.54181 0.23982 4.24923
H 3.18921 0.68802 3.87603
H 2.51331 0.58602 1.52753
H 1.98041 -1.79848 3.12393
H 3.53941 -1.36508 2.42423
H 2.61871 -2.99808 0.98363
H 2.42331 -1.45558 0.13673
H 0.46351 -2.52708 -0.11087
H 0.98201 -3.79878 2.21683
H -0.32709 -4.10168 1.08173
O -3.97499 2.76142 -6.59697
C -2.85579 2.74012 -6.82247
O -1.72939 2.71392 -7.03017
C -1.96619 2.24322 -4.06727
C -0.61839 2.26812 -3.98107
C -0.11489 2.15202 -2.67407
N -0.95939 2.03492 -1.68147
C -2.22769 2.03902 -1.86897
C -2.88949 2.14082 -3.11307
C -3.23979 2.00862 -0.54177
O -4.32649 2.44332 -0.76067
O -2.63139 1.57132 0.42343
H 0.04911 2.37012 -4.81907
H 0.94521 2.15232 -2.47747
H -3.96379 2.14902 -3.15497
F -2.13999 -2.69598 -0.74957
C -2.52559 -1.43558 -0.32257
F -3.15579 -0.87138 -1.41717
H -3.33539 -1.60898 0.40253
S -0.05189 -2.20548 -4.45387
C -0.64099 -1.48808 -3.00087
N 0.20501 -0.84418 -2.27417
C 1.44941 -0.84728 -2.85437
C 2.59171 -0.19538 -2.39067
C 3.75211 -0.27408 -3.13157
C 3.80541 -0.99988 -4.32187
C 2.68771 -1.64368 -4.80717
C 1.51551 -1.55768 -4.07277
H -1.67899 -1.59588 -2.76957
H 2.53741 0.37862 -1.47677
H 4.63491 0.24252 -2.78987
H 4.72601 -1.03678 -4.88087
H 2.71161 -2.18608 -5.73757

- electronic energy (a.u.) = -2392.405321
- charge = +1
- highest occupied orbital energy (spin up / spin down) (eV) = -11.2 / -10.1



[2]
The following is a DFT calculation (ωB97M-V/def2-TZVPD) of a molecular structure, C25H33FeNOP2Si.

Element x y z (Å)
C -2.70775 2.73635 -3.23806
C -2.39736 1.48652 -2.70748
C -1.02727 1.07066 -2.81751
C 0.01454 2.08142 -2.85553
C -0.36275 3.41316 -3.06064
C -1.66346 3.67136 -3.46068
C 1.38942 1.77434 -2.66435
C 1.61802 0.38045 -2.58169
C 0.52668 -0.60110 -2.57112
C 0.80649 -1.94333 -2.17266
C 2.12060 -2.38898 -2.34010
C 3.15689 -1.44472 -2.52707
C 2.92424 -0.09500 -2.41846
H -3.76612 2.98048 -3.41444
H 0.43802 4.13868 -2.99253
H -1.91340 4.59086 -3.94630
H 2.00764 2.46688 -2.03593
H 2.30599 -3.47230 -2.27291
H 4.14516 -1.82700 -2.75025
H 3.68845 0.67266 -2.29969
N -0.67772 -0.19860 -2.91422
Fe -1.27024 -0.31798 1.10104
C -3.41548 0.65029 -1.95098
H -3.54460 -0.37694 -2.34330
H -4.40512 1.13442 -2.03542
C -0.24824 -2.82715 -1.50823
H -1.18288 -2.93542 -2.09034
H 0.16717 -3.83827 -1.36271
P -2.93002 0.52836 -0.09475
P -0.72032 -2.23065 0.20982
C 0.46810 -2.91030 1.38015
H -0.08774 -3.13930 2.29745
H 0.95919 -3.77553 0.92837
H 1.19694 -2.13345 1.62764
C -2.24932 -3.15944 0.52885
H -1.94165 -4.20629 0.62840
H -2.68937 -2.77215 1.45814
H -2.95251 -2.99538 -0.29647
C -3.36647 2.18716 0.53789
H -4.40482 2.44544 0.29833
H -3.23406 2.14843 1.62634
H -2.68959 2.94170 0.12293
C -4.36888 -0.43082 0.52335
H -4.20312 -0.55243 1.60296
H -5.29092 0.13854 0.33868
H -4.39270 -1.41593 0.03924
C -1.72146 -0.01397 2.80930
O -2.01586 -0.13311 3.92789
H -0.38238 0.92605 1.06078
C 2.81115 1.92498 4.04421
Si 3.16013 0.42919 2.90161
C 4.80725 0.79425 1.98874
C 3.41938 -1.09485 4.03766
C 1.66782 0.21515 1.75754
C 0.56728 0.26775 1.09609
H 3.42268 1.96518 4.96547
H 1.74349 1.84702 4.31341
H 2.95833 2.87261 3.49775
H 5.69943 0.86306 2.64330
H 4.98293 -0.01189 1.25601
H 4.72546 1.74506 1.43151
H 2.41503 -1.36991 4.40501
H 3.81276 -1.93169 3.43537
H 4.09695 -0.94459 4.90262

- electronic energy (a.u.) = -3337.908890
- relative energy (zero: lowest compared OMol25 entry of this formula, charge and spin) (eV) = 1.004
- spin multiplicity = 6
- charge = +1
- highest occupied orbital energy (spin up / spin down) (eV) = -8.6 / -11.0
- <S²> = 8.84



[3]
The following is a DFT calculation (ωB97M-V/def2-TZVPD) of 4 unconnected molecules or ions with the total composition C25H33IN5O2PS.

Element x y z (Å)
C 0.30433 -1.52480 1.04876
C 0.65054 -0.20585 0.85501
C 0.12600 0.90404 1.77226
N 0.14239 0.29675 3.14844
C 1.10543 0.87981 3.94959
O 1.19874 0.86735 5.14517
C 2.04872 1.48895 2.89647
N 3.22201 2.26921 3.35243
C 4.30331 1.78973 3.05961
S 5.63858 1.39440 2.35271
C 1.04200 2.15822 1.95053
C 0.05045 3.20858 2.53205
C 0.62712 4.45905 3.18000
O 0.57308 5.51503 2.61867
I 1.48978 4.44624 5.15229
P 1.99251 2.60115 0.38594
C 0.90635 2.39872 -1.10856
C 0.10783 3.64673 -1.54767
C 2.50096 4.38099 0.35812
C 3.57352 4.75377 1.37179
H -0.72710 -1.79501 0.83404
H 1.03505 -2.23364 1.41526
H 1.27445 0.03475 0.00071
H -0.93904 1.13054 1.66061
H -0.75097 0.20726 3.60925
H 2.47518 0.58793 2.45021
H -0.59294 3.49839 1.70764
H -0.60863 2.73569 3.26235
H 1.58550 2.13361 -1.91700
H 0.19285 1.58205 -1.02566
H -0.71443 3.80019 -0.85442
H 0.72380 4.52247 -1.70752
H -0.33058 3.39870 -2.51559
H 2.92966 4.53377 -0.63233
H 1.62048 5.02036 0.39969
H 4.33046 3.98203 1.46631
H 4.07616 5.65596 1.03125
H 3.19457 4.96995 2.36590
N 1.17254 2.95559 -5.67818
C 0.30454 2.64238 -6.68947
C 0.12065 3.76556 -7.44903
C 0.91231 4.79770 -6.87730
C 1.55008 4.26728 -5.78909
H 1.48352 2.32199 -4.96659
H -0.10574 1.65129 -6.77962
H -0.50990 3.84019 -8.31883
H 1.00277 5.81246 -7.22635
H 2.23674 4.70684 -5.08599
N -3.57924 -3.30716 0.73786
C -4.50905 -4.19514 1.20984
C -4.64599 -5.19332 0.28467
C -3.76160 -4.89962 -0.78804
C -3.11549 -3.73184 -0.47799
H -3.28394 -2.47433 1.21119
H -4.99056 -4.03942 2.15979
H -5.30450 -6.04127 0.36620
H -3.61614 -5.48037 -1.68412
H -2.37067 -3.16909 -1.01544
N -1.83447 -7.34976 0.39375
C -1.85048 -8.54428 -0.27126
C -1.98386 -9.54258 0.65729
C -2.05597 -8.92355 1.93367
C -1.96352 -7.57112 1.73566
H -1.74580 -6.44728 -0.03705
H -1.76527 -8.58161 -1.34388
H -2.02644 -10.59784 0.44571
H -2.16432 -9.41444 2.88628
H -1.97835 -6.75033 2.43201

- electronic energy (a.u.) = -2433.716475
- charge = 0
- structure (SMILES) = C=C[C@H]1NC(=O)[C@H](N=C=S)[C@@]1(CC(=O)I)P(CC)CC.c1cc[nH]c1.c1cc[nH]c1.c1cc[nH]c1
- highest occupied orbital energy (eV) = -8.2